No. 1
ORCA calculation (ωB97M-V/def2-TZVPD) on a structure of composition C48H53N3O4P2SiTa.

The geometry in XYZ format:
```
112
C48H53N3O4P2SiTa (ωB97M-V/def2-TZVPD)
Ta 0.249 0.274 -0.090
P -1.965 0.380 -1.936
P 0.837 1.229 2.528
Si 1.471 -1.750 -2.795
O 0.773 -0.918 -1.560
O 1.212 1.747 -0.686
O -0.768 -1.100 0.907
O 0.104 -2.650 2.220
N -1.291 1.774 0.609
N 2.361 -0.506 0.527
N 6.263 -1.727 1.297
C -0.973 2.807 1.499
C 0.655 3.998 -1.203
C 3.363 2.163 2.760
C 3.392 0.307 0.346
C -1.805 0.209 6.155
C -4.038 -1.176 -3.036
C -2.225 2.785 -5.788
C -2.212 -2.691 1.661
C -1.894 0.665 -4.669
C 3.028 0.142 4.014
C 4.758 2.101 3.012
C 2.390 2.605 -2.636
C -0.839 -2.167 1.627
C 1.254 -1.095 -4.454
C -1.980 3.775 1.526
C 5.281 1.038 3.772
C -0.254 0.824 3.911
C -2.242 -2.364 -1.984
C -1.971 1.439 -5.852
C -1.514 0.261 3.782
C -2.897 3.369 0.523
C -3.292 -2.008 1.151
C 0.201 1.172 5.221
C 2.638 -1.742 0.976
C 2.508 1.129 3.182
C -3.748 -4.397 2.498
C -2.289 -0.040 4.890
C -2.139 2.761 -3.399
C -0.582 0.843 6.329
C -4.704 -2.343 -3.202
C 0.356 2.914 2.169
C 3.347 -1.852 -2.646
C 4.660 -0.114 0.573
C 4.958 -1.388 1.023
C -3.269 1.203 -0.908
C -2.449 -3.911 2.313
C 0.841 -3.548 -2.783
C -1.983 1.361 -3.462
C -4.136 -3.527 -2.668
C -4.576 -2.526 1.337
C -2.891 -3.563 -2.122
C -2.535 2.139 0.023
C 3.870 -2.217 1.257
C -2.299 3.482 -4.565
C 4.360 0.108 4.307
C -2.758 -1.150 -2.447
C 1.731 2.904 -1.262
C -4.834 -3.686 2.055
H 1.933 -0.296 -4.673
H 2.854 3.496 -3.078
H 3.858 -0.897 -2.555
H -5.849 -4.035 2.202
H -1.878 4.678 2.138
H 4.668 -0.664 4.980
H -1.299 -2.287 -1.457
H 0.201 -0.775 -4.668
H 5.356 2.900 2.728
H 5.483 0.599 0.378
H -1.923 0.126 2.764
H -5.373 -1.931 0.938
H 1.633 2.207 -3.363
H -3.966 -5.334 3.094
H -2.486 4.550 -4.582
H -3.252 -0.533 4.751
H 3.193 1.890 -2.483
H -1.870 -0.480 -4.704
H 0.926 -4.115 -1.859
H 6.458 -2.662 1.543
H -2.211 3.216 -2.414
H -0.176 1.046 7.316
H -5.777 -2.432 -3.450
H -0.192 -3.667 -3.133
H -3.801 1.879 -1.570
H -3.799 3.871 0.187
H -2.349 -0.030 7.059
H 0.055 3.852 -2.132
H 1.161 1.669 5.397
H 3.042 3.011 2.194
H 6.370 0.930 4.003
H 3.237 1.274 0.047
H 1.411 -3.921 -3.616
H 2.542 3.322 -0.648
H 3.902 -2.402 -3.409
H 1.006 5.008 -1.186
H -1.886 0.846 -6.780
H 0.403 3.476 3.094
H 1.745 -2.408 1.154
H -0.030 3.954 -0.329
H 1.540 -1.890 -5.143
H -3.176 -1.033 0.670
H -2.460 -4.517 -1.745
H 4.067 -3.181 1.715
H -4.521 -0.212 -3.255
H -1.554 -4.409 2.639
H -4.691 -4.400 -2.724
H -3.840 0.482 -0.373
H -2.346 3.331 -6.732
H 1.129 3.236 1.468
H 3.681 -2.329 -1.731
H 7.011 -1.129 1.022
H 2.334 -0.633 4.484
```

- Energy above the lowest of the compared OMol25 structures with the same formula, charge and spin: 7.7 kcal per mole
- LUMO energy: -2.24 eV
- Net charge: +1
- Molar mass: 1006.95 g/mol
- Gap between HOMO and LUMO: 7.6801 eV
- HOMO level: -9.919 eV

No. 2
ORCA calculation (ωB97M-V/def2-TZVPD) on a structure of composition C39H30AuF4N7O2.

The geometry in XYZ format:
```
83
C39H30AuF4N7O2 (ωB97M-V/def2-TZVPD)
Au -0.078 -1.301 -0.446
F 1.285 3.041 -0.430
F 2.312 5.349 -1.127
F -1.232 7.569 1.099
F -2.253 5.254 1.761
O 2.957 0.652 1.563
O -3.345 -2.199 2.201
N 0.237 10.140 0.317
N 1.812 -0.525 -0.043
N -2.158 -1.801 0.270
N -0.125 -0.950 1.840
N -2.537 2.356 3.140
N -0.950 0.692 -0.461
N 3.144 8.149 -2.046
C 1.174 5.358 -0.435
C -4.230 -0.586 -0.172
C -1.318 -0.749 3.836
C -1.219 -1.179 2.526
C -3.298 -2.292 -1.767
C -2.337 -1.774 1.705
C 1.520 -5.428 -0.197
C -1.154 2.775 1.000
C -0.548 4.046 0.666
C -0.363 -4.420 1.136
C 4.082 -1.331 -0.498
C 2.763 -0.294 -2.262
C 0.589 6.590 -0.067
C -1.117 5.262 1.057
C 5.000 -1.078 -2.724
C 0.950 -3.091 -0.610
C -2.285 -3.334 -2.127
C -1.042 1.640 0.204
C -1.940 2.577 2.176
C -4.361 -2.054 -2.594
C -0.227 -0.038 4.345
C 1.480 0.321 -2.754
C 3.819 -0.489 -3.144
C 1.134 7.846 -0.454
C -5.333 -1.107 -2.258
C 0.632 4.154 -0.077
C 2.909 -0.690 -0.930
C 0.894 -0.247 2.260
C -5.252 -0.382 -1.073
C 0.889 0.243 3.560
C 0.605 9.099 -0.013
C 0.350 -4.432 -0.214
C 2.255 7.975 -1.333
C -3.220 -1.576 -0.512
C 4.279 -1.841 0.909
C -0.583 6.472 0.709
C 1.989 0.000 1.217
C 5.118 -1.499 -1.411
C -4.190 0.272 1.061
H -3.186 0.464 1.428
H 4.612 -1.042 1.573
H 1.608 0.704 -3.765
H -4.446 -2.612 -3.518
H 1.244 -3.064 -1.665
H -5.998 0.373 -0.852
H -2.519 -3.766 -3.098
H -0.509 -5.439 1.500
H 6.033 -1.977 -1.076
H 1.843 -2.916 -0.019
H 1.717 0.837 3.922
H -4.743 -0.205 1.870
H -1.347 -3.947 1.079
H -4.650 1.236 0.852
H -6.157 -0.927 -2.938
H -2.270 -4.131 -1.382
H 3.358 -2.239 1.342
H 5.819 -1.216 -3.419
H -2.217 -0.916 4.412
H 2.227 -5.167 0.597
H 0.234 -3.881 1.882
H 2.066 -5.432 -1.145
H -0.349 -4.766 -0.983
H 0.668 -0.415 -2.783
H 3.705 -0.169 -4.174
H 1.142 1.132 -2.110
H -0.270 0.336 5.359
H 5.025 -2.635 0.915
H 1.158 -6.441 -0.011
H -1.276 -2.922 -2.173
```

- Energy above the lowest of the compared OMol25 structures with the same formula, charge and spin: 0.0 kcal per mole
- LUMO energy (alpha / beta): -1.52 / -3.44 eV
- <S²>: 2.0749
- Molar mass: 901.68 g/mol
- Gap between HOMO and LUMO (alpha / beta): 6.1679 / 4.7918 eV
- HOMO level (alpha / beta): -7.690 / -8.229 eV
- Spin multiplicity: 3

No. 3
ORCA calculation (ωB97M-V/def2-TZVPD) on a structure of composition C35H61BrCoGe2Si.

The geometry in XYZ format:
```
101
C35H61BrCoGe2Si (ωB97M-V/def2-TZVPD)
Br -0.441 0.942 -0.933
Ge -2.004 -0.981 1.824
Ge -1.233 -2.534 -1.049
Co -2.353 -0.317 -0.995
Si 2.721 2.838 -1.053
C 1.860 4.464 -1.619
C -3.915 -0.721 -2.830
C 2.877 5.593 -1.378
C 0.500 -4.124 5.605
C 0.454 -2.286 -2.184
C -0.342 -3.131 3.123
C -4.752 0.035 -0.706
C -1.643 -5.411 -1.758
C -4.032 -1.668 3.864
C 3.535 1.706 -2.372
C -0.940 0.874 3.923
C -2.299 -4.048 -1.895
C -0.794 -2.613 1.864
C 2.217 3.456 1.690
C -4.190 1.298 -0.930
C 4.723 2.484 -2.963
C -0.290 -2.963 5.550
C 4.046 0.413 -1.718
C -3.543 1.572 -2.136
C -3.888 -1.399 2.365
C -1.377 0.829 2.460
C 4.557 2.841 1.041
C 2.541 1.317 -3.480
C 1.505 4.398 -3.107
C -5.468 -2.239 -1.528
C 2.766 1.074 1.215
C -4.682 -0.976 -1.680
C -0.550 -3.199 0.661
C 0.574 4.720 -0.815
C 0.459 -4.309 3.209
C -0.699 -2.482 4.337
C 0.866 -4.787 4.426
C 3.065 2.529 0.805
C -3.368 0.547 -3.066
C 1.460 -3.422 -2.125
H 2.832 1.012 2.305
H 2.408 6.539 -1.661
H -4.222 -2.261 1.786
H -0.688 1.906 4.172
H -3.269 -4.035 -1.398
H 4.773 3.904 0.918
H 4.807 2.572 2.070
H -3.702 -0.822 4.470
H 2.319 2.140 -4.155
H 4.424 3.423 -3.433
H 0.783 3.607 -3.317
H 4.747 0.599 -0.904
H 0.825 -4.508 6.564
H -2.244 1.472 2.294
H 1.068 -4.359 -2.515
H -2.865 0.749 -4.003
H 0.027 5.536 -1.293
H 0.050 -4.107 0.614
H 3.219 -0.199 -1.350
H 3.488 0.370 0.807
H -5.437 -2.623 -0.508
H -4.335 2.089 -0.206
H 0.894 -1.361 -1.812
H 2.383 4.509 1.467
H -5.086 -1.833 4.092
H 1.153 3.232 1.597
H 3.180 5.678 -0.333
H 5.220 2.274 0.385
H -0.575 1.159 1.806
H 2.313 -3.162 -2.755
H -4.483 -0.532 2.081
H -6.516 -2.026 -1.756
H -1.730 0.565 4.608
H -5.137 -3.012 -2.217
H -1.548 -5.723 -0.718
H -0.664 -5.453 -2.229
H 5.486 2.699 -2.211
H -0.575 -2.455 6.461
H 2.992 0.524 -4.082
H 5.189 1.868 -3.735
H 3.773 5.477 -1.992
H -3.493 -2.561 4.179
H -3.180 2.569 -2.348
H 1.472 -5.682 4.476
H -5.365 -0.127 0.171
H 1.762 0.764 0.915
H 0.776 5.028 0.208
H 0.094 -2.119 -3.200
H -2.262 -6.154 -2.265
H -2.430 -3.761 -2.939
H 1.049 5.348 -3.396
H 1.603 0.934 -3.071
H 4.583 -0.165 -2.475
H -0.055 0.264 4.107
H 0.756 -4.838 2.315
H 1.841 -3.593 -1.118
H -3.848 -1.479 -3.601
H 2.509 3.300 2.731
H 2.382 4.267 -3.741
H -1.314 -1.592 4.299
H -0.081 3.847 -0.801
```

- Energy above the lowest of the compared OMol25 structures with the same formula, charge and spin: 18.9 kcal per mole
- LUMO energy (alpha / beta): -9.24 / -11.39 eV
- Net charge: +3
- <S²>: 6.0576
- Molar mass: 794.02 g/mol
- Gap between HOMO and LUMO (alpha / beta): 6.5299 / 5.3325 eV
- HOMO level (alpha / beta): -15.770 / -16.726 eV
- Spin multiplicity: 5

No. 4
ORCA calculation (ωB97M-V/def2-TZVPD) on a cluster of 8 separate species, C22H59N5O8 in total.

The geometry in XYZ format:
```
94
C22H59N5O8 (ωB97M-V/def2-TZVPD)
O 13.322 -12.474 -9.966
O 12.107 -9.023 -12.908
O 12.572 -13.587 -14.010
O 11.425 -11.729 -15.935
O 10.754 -8.685 -17.502
O 9.721 -14.182 -13.303
O 16.542 -11.212 -12.992
O 16.369 -9.623 -14.548
N 8.744 -12.625 -17.215
N 13.761 -11.016 -13.502
N 12.980 -8.166 -17.227
N 9.792 -11.601 -11.756
N 15.182 -11.228 -10.245
C 16.106 -12.316 -10.064
C 10.301 -10.504 -10.796
C 11.309 -12.507 -17.094
C 9.578 -14.165 -11.885
C 14.607 -13.935 -15.458
C 14.174 -8.151 -16.371
C 13.294 -14.462 -14.796
C 8.298 -11.520 -11.814
C 10.327 -12.946 -11.302
C 11.780 -8.649 -16.837
C 8.635 -11.282 -16.487
C 11.446 -7.827 -12.662
C 13.177 -7.528 -18.516
C 18.232 -11.088 -14.681
C 7.610 -13.473 -16.687
C 10.308 -11.193 -13.105
C 10.036 -13.347 -16.945
C 8.517 -12.456 -18.683
C 16.967 -10.572 -13.984
C 15.688 -9.888 -10.533
C 11.944 -7.125 -11.429
C 13.854 -11.373 -10.135
H 10.013 -13.856 -15.980
H 13.847 -8.130 -19.141
H 16.572 -12.565 -11.025
H 7.768 -10.710 -16.806
H 9.422 -11.962 -19.029
H 11.373 -13.026 -11.595
H 18.853 -11.633 -13.958
H 15.102 -14.717 -16.030
H 13.718 -6.588 -18.398
H 12.924 -6.688 -11.637
H 12.097 -7.909 -10.684
H 6.652 -12.976 -16.827
H 14.016 -10.833 -14.472
H 9.941 -15.075 -11.408
H 14.428 -7.102 -16.201
H 10.368 -8.028 -12.485
H 11.764 -12.233 -15.168
H 15.802 -13.277 -9.664
H 14.921 -8.704 -16.938
H 13.301 -10.429 -10.233
H 9.977 -11.972 -13.785
H 16.580 -9.728 -9.922
H 11.390 -7.129 -13.514
H 11.377 -11.216 -12.929
H 8.506 -13.471 -19.081
H 10.061 -14.232 -17.590
H 9.924 -10.239 -13.455
H 12.675 -14.792 -15.653
H 13.158 -11.841 -13.548
H 17.000 -12.008 -9.514
H 13.142 -10.268 -13.128
H 10.097 -10.687 -9.746
H 12.246 -7.461 -19.073
H 8.574 -11.544 -15.436
H 19.001 -10.403 -15.046
H 7.822 -12.028 -12.654
H 8.511 -14.063 -11.685
H 7.850 -12.008 -10.946
H 16.025 -9.929 -11.574
H 9.835 -9.617 -11.217
H 15.035 -9.031 -10.400
H 9.552 -10.729 -16.684
H 13.621 -15.408 -14.336
H 10.122 -12.975 -10.233
H 15.306 -13.609 -14.684
H 18.049 -11.792 -15.494
H 7.671 -14.523 -16.958
H 11.832 -9.062 -15.814
H 11.374 -10.485 -10.971
H 14.004 -8.571 -15.380
H 11.239 -6.350 -11.119
H 7.880 -10.516 -11.861
H 11.468 -11.907 -17.991
H 7.710 -13.447 -15.598
H 12.136 -13.221 -17.176
H 7.559 -11.996 -18.897
H 14.292 -13.031 -15.989
H 10.683 -14.303 -13.453
H 14.683 -11.144 -13.064
```

- LUMO energy: -0.41 eV
- Molar mass: 521.74 g/mol
- Gap between HOMO and LUMO: 6.5506 eV
- HOMO level: -6.964 eV

| no. | strongest force on any atom (hartree/bohr) |
| --- | --- |
| 1 | 0.057 |
| 2 | 0.015 |
| 3 | 0.025 |
| 4 | 0.046 |